One molecule with the formula C21H17Cl2N3O4S in a non-equilibrium geometry. Source: the OMol25 dataset; level of theory: ωB97M-V with the def2-TZVPD basis set.

Atoms and positions in Å:
C -8.14866 -0.92166 -0.29481
C -6.77204 -0.36733 -0.19431
C -5.60932 -1.00595 -0.50165
C -4.47387 -0.17118 -0.28131
C -4.81589 1.09429 0.19143
N -3.94986 2.08545 0.45677
C -2.69030 1.83752 0.30941
N -2.24454 0.61040 -0.09607
C -3.08733 -0.46164 -0.47347
O -2.56222 -1.47052 -0.91985
N -0.88757 0.33017 -0.25252
C -0.06589 0.21558 0.85551
O -0.34493 0.67055 1.94096
C 1.21222 -0.43745 0.54293
C 1.67406 -1.12170 -0.55733
C 2.97481 -1.55467 -0.23629
C 3.21873 -1.10702 1.03505
O 2.16285 -0.43291 1.50501
C 4.42757 -1.24116 1.90808
H 4.43415 -0.43102 2.64926
H 4.40767 -2.19816 2.44155
O 5.62664 -1.27990 1.16874
C 5.98309 -0.19543 0.43585
C 5.29348 1.01009 0.40039
C 5.75920 2.04774 -0.39437
C 6.90621 1.91763 -1.15636
C 7.60058 0.71986 -1.11982
C 7.14596 -0.32414 -0.33775
Cl 8.00112 -1.81817 -0.29700
H 8.49794 0.59206 -1.70323
H 7.25244 2.73429 -1.76787
Cl 4.87084 3.52600 -0.42579
H 4.39827 1.16147 0.97999
H 3.64316 -2.11774 -0.85428
H 1.15913 -1.30623 -1.47786
H -0.79509 -0.39855 -0.96203
C -1.70124 2.91510 0.56558
H -2.23204 3.85597 0.66657
H -0.97912 2.97047 -0.24735
H -1.16008 2.70632 1.48814
S -6.52113 1.26944 0.36584
C -5.53900 -2.40988 -1.00250
H -4.50417 -2.68612 -1.17813
H -5.97304 -3.09485 -0.27496
H -6.09837 -2.50990 -1.93201
H -8.24731 -1.80898 0.33087
H -8.36681 -1.21350 -1.32241
H -8.88029 -0.18467 0.02336

orbital gap = 8.4 eV
HOMO energy = -8.114 eV
energy = -2594.2603 Ha
LUMO = 0.2751 eV
energy relative to the best compared isomer or geometry (same formula, charge and spin) = 27.47 kcal per mole
maximum force = 1.02 eV/A

---

C26H30N6OSTa as an isolated structure. Source: the OMol25 dataset; level of theory: ωB97M-V with the def2-TZVPD basis set.

Atoms and positions in Å:
Ta -0.70441 -0.40018 1.38588
S -2.31424 -0.87187 3.13015
C -3.06428 -1.81297 1.84980
C -4.18624 -2.61481 1.92144
C -4.63174 -3.20153 0.74729
C -3.95111 -2.97821 -0.44991
C -2.83017 -2.18349 -0.44270
N -2.38771 -1.61874 0.69766
H -4.69743 -2.75270 2.86400
H -5.51623 -3.82545 0.75480
H -4.29532 -3.41711 -1.37528
H -2.27112 -1.97302 -1.34445
C 0.79172 -3.19695 -0.53825
C 0.89137 -3.15940 0.94242
N 0.41495 -2.20151 1.75873
C 0.78438 -2.57044 3.06513
C 1.46372 -3.72973 3.01071
N 1.51180 -4.07801 1.67367
H -0.20845 -2.91923 -0.86514
H 0.99958 -4.19882 -0.90932
H 1.51428 -2.51325 -0.98818
H 0.50960 -1.98505 3.92500
H 1.89834 -4.33806 3.78487
H 1.95116 -4.90972 1.30236
N -3.59433 1.09609 0.90957
N -2.19399 1.19938 0.57867
H -4.08512 1.90241 0.53292
H -3.67596 1.11031 1.92058
H -1.82497 2.12629 0.80199
H -2.15201 1.11939 -0.43601
C 1.88688 2.27438 -6.33679
C 1.65803 1.92156 -4.91483
C 2.42918 2.49598 -3.89567
C 2.22537 2.18577 -2.57685
C 3.09425 2.83942 -1.53997
C 1.17887 1.23243 -2.23701
C 1.03435 0.95969 -0.90057
O 0.18371 0.14120 -0.32307
C 0.37868 0.64443 -3.29296
C -0.72073 -0.33752 -3.01945
C 0.63892 0.99980 -4.58157
H 2.76552 2.89713 -6.47724
H 1.01153 2.81049 -6.71838
H 1.97577 1.36993 -6.94271
H 3.20544 3.20030 -4.16400
H 3.79411 3.51910 -2.01800
H 3.68286 2.10803 -0.98299
H 2.50589 3.42502 -0.83097
H 1.68791 1.47136 -0.19549
H -1.50627 0.11337 -2.40839
H -0.34238 -1.21234 -2.48964
H -1.16828 -0.66596 -3.95423
H 0.05377 0.56837 -5.38433
N 3.44783 3.67691 5.71239
C 2.67976 3.10384 5.08047
C 1.72681 2.39299 4.27803
C 2.18125 1.47391 3.34047
C 1.23948 0.80421 2.56512
C -0.13207 1.03935 2.73219
C -0.57214 1.95804 3.69292
C 0.35107 2.63581 4.45561
H 3.24072 1.29125 3.22505
H 1.63342 0.07929 1.83907
H -1.63021 2.12884 3.85102
H 0.03467 3.35002 5.20433

orbital gap = 7.1 eV
HOMO energy = -17.393 eV
net charge = +3
energy = -1866.8621 Ha
LUMO = -10.3154 eV
energy relative to the best compared isomer or geometry (same formula, charge and spin) = 7.82 kcal per mole
maximum force = 0.21 eV/A

---

A 11-piece molecular cluster, C54H139N9O20 overall in a non-equilibrium geometry. Source: the OMol25 dataset; level of theory: ωB97M-V with the def2-TZVPD basis set.

Atoms and positions in Å:
C 5.15589 -5.27301 0.71379
O 5.08909 -3.88331 0.39305
C 3.89063 -3.23358 0.66098
C 4.01994 -1.72729 0.79921
N 4.27646 -1.01780 -0.46813
C 4.64773 0.42104 -0.14623
C 5.51469 1.08557 -1.23384
O 6.72989 0.43372 -1.59253
C 7.70593 0.31388 -0.53208
H 4.68340 -5.66329 1.61520
H 6.21001 -5.51555 0.84834
H 4.83191 -5.85136 -0.15145
H 3.60287 -3.63718 1.63175
H 3.17914 -3.70123 -0.01959
H 4.79377 -1.45893 1.51843
H 3.13124 -1.20064 1.14701
H 4.94699 -1.62715 -0.91442
H 5.03754 0.57532 0.85993
H 3.69672 0.95346 -0.16050
H 5.70177 2.15759 -1.17158
H 4.98638 1.06625 -2.18705
H 7.36955 0.02273 0.46300
H 8.28781 1.22482 -0.39171
H 8.34328 -0.53832 -0.76794
C -0.11470 -2.37629 0.06607
O -0.88981 -2.85520 1.16971
C -2.15815 -2.17523 1.36299
C -2.92495 -2.86198 2.41314
N -3.24539 -4.26871 2.05484
C -3.84917 -5.08599 3.11619
C -3.57595 -6.59442 2.99815
O -2.22491 -7.03421 3.40013
C -1.86478 -8.36216 3.01650
H 0.28049 -1.36893 0.19707
H -0.69309 -2.50644 -0.84860
H 0.80530 -2.91776 -0.15417
H -2.71087 -2.20915 0.42413
H -2.06516 -1.10240 1.53175
H -3.80326 -2.28674 2.70602
H -2.32654 -2.87657 3.32407
H -2.39448 -4.67021 1.68762
H -4.91806 -4.93241 3.26445
H -3.31384 -4.74525 4.00243
H -4.07144 -6.82264 2.05448
H -4.18661 -7.13952 3.71792
H -1.02692 -8.85247 3.51216
H -1.53454 -8.39991 1.97841
H -2.75729 -8.98787 3.01490
C -1.94636 7.05661 -0.10488
O -2.87891 6.52620 -0.99975
C -2.77313 5.18276 -1.28204
C -3.84063 4.64229 -2.31232
N -3.91160 5.45317 -3.45978
C -2.73854 5.15623 -4.38712
C -2.86369 5.98053 -5.68922
O -3.61409 5.25743 -6.59860
C -3.42668 5.54186 -7.99088
H -2.19584 8.10928 0.02829
H -0.92052 6.96148 -0.46082
H -2.15824 6.49534 0.80517
H -2.96173 4.53682 -0.42454
H -1.76183 4.95920 -1.62173
H -4.79661 4.57371 -1.79318
H -3.68888 3.58660 -2.53722
H -3.85431 6.41883 -3.16942
H -2.78911 4.11377 -4.70147
H -1.82057 5.43941 -3.87211
H -1.88275 6.24759 -6.08232
H -3.34319 6.95281 -5.57582
H -2.46893 5.15065 -8.33406
H -3.45768 6.62077 -8.14290
H -4.20965 5.03729 -8.55698
C -2.60589 1.74393 3.36738
O -2.99759 2.58885 2.29157
C -4.24062 3.26585 2.54271
C -4.24509 4.32566 3.67512
N -3.33155 5.47182 3.26295
C -3.42936 6.52505 4.28100
C -2.82619 7.89780 3.78689
O -3.37688 8.96888 4.53277
C -2.58839 10.15350 4.73660
H -1.76653 1.11504 3.07061
H -3.33309 1.02311 3.74113
H -2.25414 2.44614 4.12321
H -5.02877 2.52855 2.69541
H -4.44219 3.70144 1.56407
H -4.13334 3.94382 4.68992
H -5.25782 4.72875 3.67375
H -2.44834 4.99776 3.13926
H -2.90406 6.18544 5.17365
H -4.49233 6.65872 4.48181
H -2.98595 8.07501 2.72332
H -1.75731 7.81418 3.98340
H -1.68850 9.94305 5.31453
H -3.18851 10.85014 5.32196
H -2.38859 10.66868 3.79704
C -0.28239 2.48919 -5.43196
O 0.40931 1.50831 -4.59840
C -0.37381 0.29230 -4.57021
C 0.35903 -0.72571 -3.61125
N 1.38619 -1.51513 -4.27324
C 2.35623 -2.05639 -3.28903
C 3.56580 -2.62337 -4.06773
O 4.16068 -1.77941 -5.11074
C 4.66173 -0.54317 -4.73722
H 0.41681 3.32537 -5.42894
H -1.25780 2.68379 -4.98610
H -0.43483 2.10089 -6.43898
H -0.50536 -0.01307 -5.60826
H -1.34420 0.56951 -4.15838
H -0.40934 -1.36984 -3.18371
H 0.67942 -0.20830 -2.70696
H 1.85069 -0.90324 -4.92894
H 1.84264 -2.81722 -2.70126
H 2.53686 -1.18857 -2.65471
H 3.37935 -3.53358 -4.63769
H 4.34252 -3.00390 -3.40440
H 3.79265 0.10783 -4.83211
H 5.33073 -0.12232 -5.48784
H 5.04819 -0.53631 -3.71805
C 0.68699 -0.91150 2.98807
O 0.25252 0.04089 2.12072
C 1.09468 1.17159 2.02719
C 0.52047 2.14884 0.97299
N 0.56799 1.46879 -0.32463
C -0.51992 1.97023 -1.19987
C -1.85246 1.20248 -0.88785
O -2.77962 1.53537 -1.86819
C -4.01390 0.92848 -1.72239
H 1.39344 -0.43059 3.66465
H 1.22988 -1.71481 2.49000
H -0.05392 -1.30882 3.68182
H 2.09164 0.84778 1.72834
H 1.11472 1.74661 2.95297
H 1.19110 3.00691 1.01842
H -0.49761 2.45469 1.21398
H 0.46780 0.53041 0.03524
H -0.19093 1.78739 -2.22282
H -0.62922 3.04200 -1.03416
H -2.24690 1.50319 0.08276
H -1.68654 0.12564 -0.91914
H -4.51514 1.43668 -0.89862
H -3.98417 -0.14899 -1.56027
H -4.65965 1.04872 -2.59225
C 6.39002 3.78691 3.49404
O 5.57315 4.97077 3.11322
C 4.30752 4.67101 2.59884
C 4.50847 4.33944 1.08559
N 3.30800 4.34740 0.33484
C 2.95110 5.72709 0.02032
C 1.65033 5.71452 -0.86912
O 1.94676 5.24930 -2.15524
C 0.90449 5.30914 -3.16463
H 7.43267 4.10427 3.47804
H 6.22038 2.90249 2.87994
H 6.17511 3.58442 4.54329
H 3.70607 5.56436 2.76701
H 3.76315 3.98398 3.24673
H 4.93726 3.33798 1.04942
H 5.29166 4.97511 0.67249
H 3.36424 3.75051 -0.47797
H 3.67380 6.21855 -0.63105
H 2.89370 6.37956 0.89158
H 1.16675 6.67928 -1.02237
H 0.83203 5.10405 -0.48728
H 1.15191 5.04234 -4.19210
H 0.48615 6.31564 -3.15784
H 0.13124 4.60999 -2.84624
C 1.14036 -4.88489 2.83954
O 1.94786 -5.87558 2.22776
C 1.45759 -7.19914 2.28297
C 2.12048 -8.11956 1.31036
N 3.52702 -8.32430 1.74917
C 4.31181 -9.13339 0.81638
C 5.76105 -9.15023 1.38449
O 6.48863 -10.27766 0.92584
C 7.27170 -10.15853 -0.22767
H 0.48217 -4.40993 2.11200
H 1.71276 -4.08254 3.30505
H 0.47941 -5.24686 3.62708
H 0.40436 -7.19434 2.00229
H 1.38763 -7.60048 3.29398
H 1.89305 -7.89612 0.26803
H 1.64583 -9.08682 1.47535
H 3.88578 -7.38048 1.72477
H 4.32666 -8.65961 -0.16516
H 3.86970 -10.12376 0.70774
H 5.79475 -9.15426 2.47396
H 6.26394 -8.21052 1.15611
H 7.76144 -11.10797 -0.44403
H 7.99950 -9.36102 -0.07804
H 6.69873 -10.02993 -1.14597
C -6.90712 -0.08701 0.39593
O -7.48801 -1.37629 0.70143
C -6.65227 -2.06257 1.62858
C -6.82439 -3.57637 1.45858
N -5.93465 -4.08065 0.45468
C -6.17927 -3.78824 -0.97759
C -4.99164 -3.98918 -1.84672
O -4.15423 -2.83742 -1.73242
C -3.22687 -2.89058 -2.82800
H -6.06946 -0.15037 -0.29862
H -6.58524 0.45851 1.28300
H -7.58640 0.55699 -0.16259
H -6.76409 -1.72573 2.65918
H -5.63245 -1.82993 1.32209
H -7.75889 -3.76824 0.93132
H -6.93432 -4.12551 2.39371
H -4.99731 -4.13672 0.82663
H -6.55175 -2.77989 -1.15806
H -7.04954 -4.39281 -1.23300
H -5.42685 -4.08369 -2.84158
H -4.51359 -4.94805 -1.64637
H -2.60254 -1.99937 -2.76432
H -3.72512 -2.73575 -3.78502
H -2.64077 -3.80933 -2.80607
O 2.60875 2.53905 -2.30345
H 1.99259 2.03358 -1.77328
H 2.27713 3.43622 -2.26678
O 3.75859 -1.66553 4.09874
H 4.23183 -2.40814 3.72349
H 4.18387 -1.51145 4.94232

orbital gap (spin up / spin down) = 1.6 / 8.3 eV
HOMO energy (spin up / spin down) = 0.291 / -6.462 eV
net charge = -1
energy = -4137.8138 Ha
LUMO (spin up / spin down) = 1.8944 / 1.8699 eV
spin multiplicity = 2
maximum force = 2.86 eV/A